1.
This record from OMol25 describes a structure of composition C41H66BrCsF5GeN3O5PS3Si3Te. The level of theory is the ωB97M-V functional and the def2-TZVPD basis.

Geometry as XYZ:
```
131
Properties=species:S:1:pos:R:3:forces:R:3:lowdin_spin:R:1
Cs 0.031091 2.342918 -0.065900 -0.38 -1.93 -0.63 0.009
S 1.052335 1.288100 -2.988838 0.08 -0.05 -0.35 0.150
C 0.016186 0.778331 -4.242483 0.00 0.01 -0.03 0.210
N 0.518654 0.708459 -5.544758 0.07 -0.08 0.02 0.097
C -0.213158 -0.057645 -6.530509 0.11 0.02 0.10 0.010
C -1.660854 0.348704 -6.463814 -0.09 0.01 0.07 0.006
N -2.156242 0.156822 -5.118125 0.01 0.00 0.02 0.087
C -3.430957 -0.516275 -5.002062 0.01 -0.06 -0.08 0.010
C -3.324450 -1.983140 -5.361956 0.05 0.01 0.04 0.006
C -4.157396 -2.564329 -6.309298 -0.01 -0.03 0.01 0.001
C -4.037134 -3.912526 -6.635339 0.00 0.06 0.02 0.000
C -3.071753 -4.689499 -6.015014 0.01 0.01 0.01 0.001
C -2.229161 -4.113849 -5.068462 0.00 0.04 0.01 0.000
C -2.351651 -2.772028 -4.742665 0.00 -0.01 -0.04 0.001
C -1.351836 0.423344 -4.013698 -0.03 -0.05 -0.07 0.187
S -2.013264 0.309937 -2.449050 -0.02 0.00 0.04 0.168
C 1.936745 0.856153 -5.805833 0.00 -0.04 -0.09 0.010
C 2.690419 -0.451011 -5.922816 -0.08 -0.06 0.03 0.006
C 2.443146 -1.495779 -5.031262 -0.02 0.06 -0.04 0.000
C 3.160443 -2.678840 -5.117787 0.03 0.03 -0.02 0.000
C 4.139073 -2.838073 -6.094448 -0.04 -0.01 0.04 0.000
C 4.383759 -1.809186 -6.991841 -0.05 0.06 0.01 0.000
C 3.654717 -0.626494 -6.908406 0.09 -0.04 0.03 0.001
H -0.128398 -1.138484 -6.352345 0.01 -0.02 0.00 0.002
H 0.210435 0.150100 -7.515693 -0.02 0.04 -0.02 0.000
H -2.252310 -0.267631 -7.143457 0.00 -0.03 0.00 0.000
H -1.768027 1.395048 -6.776295 0.01 0.03 0.01 0.002
H -4.164331 -0.027790 -5.652187 0.00 0.01 -0.04 0.002
H -3.765466 -0.405832 -3.973172 -0.01 0.02 0.07 0.000
H -4.908510 -1.952393 -6.799737 0.01 -0.02 0.00 0.000
H -4.693392 -4.348301 -7.379384 0.00 0.00 0.00 0.000
H -2.968550 -5.737949 -6.267760 -0.01 0.01 0.00 0.000
H -1.469360 -4.711843 -4.579691 -0.01 0.00 -0.01 0.000
H -1.692355 -2.323104 -4.005120 -0.04 -0.02 -0.03 0.002
H 2.357602 1.435882 -4.984776 0.02 0.04 0.00 0.001
H 2.063115 1.422343 -6.734877 -0.02 0.00 -0.04 0.002
H 1.687179 -1.375352 -4.264293 0.02 -0.01 0.04 0.001
H 2.956311 -3.473421 -4.410001 0.01 0.01 -0.01 0.000
H 4.701931 -3.762268 -6.156200 -0.01 0.02 0.00 0.000
H 5.137351 -1.926024 -7.762265 -0.01 0.00 0.01 0.000
H 3.845501 0.175335 -7.615884 -0.01 -0.02 0.02 0.000
O -1.774979 2.938709 2.458542 0.12 0.08 -0.01 0.000
H -2.122331 3.083511 1.570694 -0.14 0.16 0.08 0.000
H -1.141083 3.665247 2.606909 -0.14 0.06 0.01 0.000
O 0.636623 -1.758443 -1.855926 -0.13 0.07 0.17 0.009
H 0.811215 -0.836483 -2.131978 0.14 0.00 -0.09 0.006
H -0.257816 -1.656821 -1.498393 -0.01 -0.09 -0.11 0.004
O -1.907229 4.172302 -0.604070 -0.74 0.62 -0.19 0.002
H -1.432247 4.127109 -1.438848 -0.26 0.15 -0.22 0.001
H -1.423477 4.846893 -0.081245 -0.08 -0.03 -0.11 0.000
O 1.277691 0.266026 3.493479 0.10 -0.02 -0.09 0.000
H 1.343611 1.106234 3.018871 -0.04 0.11 0.07 0.000
H 1.324512 -0.385262 2.782859 -0.01 -0.01 -0.03 0.000
S 2.815377 5.235699 4.102021 0.03 0.12 -0.15 0.000
C 1.813777 5.609927 5.399484 -0.16 -0.11 0.11 0.000
N 1.183502 5.862504 6.340917 0.10 -0.02 -0.14 0.000
F -0.434059 5.531194 0.991959 -0.06 0.21 0.12 0.000
Te 1.401831 5.446445 1.722357 0.59 -1.21 0.08 0.000
F 1.140851 7.218026 2.192064 -0.05 0.34 0.04 0.000
F 3.285079 5.811942 1.542315 0.13 0.15 0.01 0.000
F 0.171453 5.015559 3.175587 -0.16 -0.04 0.03 0.000
F 1.580225 6.047135 -0.085893 -0.02 0.18 -0.07 0.000
O 1.608152 3.701457 1.268357 0.88 1.47 1.22 0.000
Br -1.502284 -0.422939 1.642667 0.02 -0.08 -0.24 0.001
C 4.429200 2.159825 1.748276 0.00 0.08 0.08 0.000
P 3.201004 1.149987 0.851119 0.07 -0.21 -0.14 0.000
C 3.866676 1.261888 -0.863432 0.12 -0.13 0.30 0.001
C 3.834603 2.516011 -1.475302 0.02 0.00 -0.01 0.000
C 4.325816 2.677265 -2.763919 -0.04 0.00 0.12 0.001
C 4.833191 1.587692 -3.458869 -0.01 0.01 0.03 0.000
C 4.850915 0.334316 -2.859451 -0.04 0.04 -0.03 0.002
C 4.377256 0.169464 -1.563095 0.01 0.18 -0.28 0.002
C 3.613303 -0.571910 1.320248 0.04 -0.02 0.10 0.000
C 4.549635 -0.903162 2.298372 0.00 -0.01 -0.03 0.000
C 4.690060 -2.214832 2.736556 -0.02 -0.01 -0.03 0.000
C 3.899764 -3.222497 2.199536 0.03 0.06 0.02 0.000
C 2.966438 -2.907059 1.219579 0.00 0.07 -0.04 0.000
C 2.817547 -1.593727 0.792482 -0.04 -0.12 0.01 0.000
H 4.208994 2.145173 2.817879 -0.02 -0.01 -0.03 0.000
H 4.287763 3.190348 1.416745 0.01 -0.03 0.02 0.000
H 5.458040 1.842498 1.567363 -0.01 0.02 -0.02 0.000
H 3.416619 3.368870 -0.942997 0.03 -0.06 -0.03 0.000
H 4.283083 3.658201 -3.221832 0.02 -0.03 -0.04 0.000
H 5.196271 1.709217 -4.473462 0.00 -0.01 0.01 0.000
H 5.224593 -0.521251 -3.411956 -0.02 0.01 0.02 0.000
H 4.397149 -0.814190 -1.113400 0.01 0.02 0.02 0.000
H 5.166381 -0.130376 2.739997 -0.02 -0.01 0.00 0.000
H 5.415080 -2.444104 3.509097 -0.01 -0.01 -0.01 0.000
H 4.004374 -4.242881 2.548882 0.00 0.01 -0.01 0.000
H 2.336435 -3.675068 0.785791 0.02 0.00 0.02 0.000
H 2.066186 -1.382312 0.036046 0.01 0.05 0.01 0.000
C 0.408935 -2.095263 5.456709 0.01 -0.19 0.16 0.000
Si -1.287878 -2.432797 4.737526 0.05 0.13 -0.07 0.000
C -2.331967 -3.207016 6.106701 0.03 -0.13 0.01 0.000
C -1.135515 -3.707474 3.366701 0.05 -0.07 0.05 0.000
Ge -2.296800 -0.449551 3.864129 -0.18 0.03 0.19 0.000
Si -4.626630 -0.814700 3.418580 0.21 0.01 0.01 0.000
C -4.806982 -2.069595 2.032692 -0.10 -0.03 0.04 0.000
C -5.526565 -1.479172 4.937069 -0.12 0.04 0.02 0.000
C -5.474719 0.775115 2.899923 -0.05 0.04 -0.08 0.000
Si -1.932294 1.437280 5.293361 -0.05 0.16 0.00 0.000
C -3.276686 2.750948 5.189243 -0.09 -0.16 0.03 0.000
C -2.222501 0.566040 6.954442 0.08 0.07 0.11 0.000
C -0.258000 2.245875 5.323303 -0.03 0.00 0.07 0.000
H 0.784948 -3.025692 5.902490 0.02 0.09 -0.02 0.000
H 0.381292 -1.333014 6.238956 -0.03 -0.02 -0.02 0.000
H 1.122292 -1.754582 4.710708 0.01 0.01 -0.05 0.000
H -1.719737 -3.991181 6.569269 -0.10 0.03 0.02 0.000
H -3.232109 -3.681325 5.707035 0.03 0.03 0.01 0.000
H -2.630522 -2.506468 6.889483 0.04 0.01 -0.06 0.000
H -0.736061 -4.637695 3.788166 -0.01 0.03 -0.08 0.000
H -0.460945 -3.362926 2.578989 -0.04 -0.01 0.05 0.000
H -2.103067 -3.924878 2.906289 0.05 0.02 0.02 0.000
H -4.373105 -3.036219 2.303471 -0.01 0.04 0.00 0.000
H -4.311083 -1.721996 1.123980 -0.02 -0.01 0.04 0.000
H -5.870987 -2.222577 1.816813 0.07 -0.01 -0.03 0.000
H -5.110885 -2.424343 5.290646 0.00 0.02 -0.03 0.000
H -6.576453 -1.648235 4.668329 0.05 -0.01 0.07 0.000
H -5.506792 -0.769058 5.769129 0.02 -0.02 -0.05 0.000
H -5.078249 1.142408 1.947737 -0.02 -0.05 0.09 0.000
H -5.361234 1.573370 3.637261 0.00 -0.10 -0.02 0.000
H -6.544420 0.573946 2.770794 0.03 0.07 -0.04 0.000
H -4.170250 2.449261 5.748419 0.05 0.00 -0.09 0.000
H -3.540836 2.975731 4.156327 0.05 0.08 0.10 0.000
H -2.880243 3.658392 5.656750 -0.04 -0.01 -0.08 0.000
H -3.116274 -0.066547 6.968103 0.02 0.06 -0.05 0.000
H -2.356732 1.346990 7.712466 0.03 -0.10 0.02 0.000
H -1.365698 -0.046900 7.248080 -0.05 0.01 0.00 0.000
H -0.108714 2.929067 4.485313 0.02 -0.07 0.02 0.000
H 0.557444 1.523050 5.335619 -0.04 0.04 0.04 0.000
H -0.216187 2.855964 6.233515 0.06 -0.01 -0.04 0.000
```
Forces are in eV/Å.

## Properties
frontier orbital gap (alpha / beta): 5.3 / 6.5 eV
HOMO energy (alpha / beta): -1.9 / -3.1 eV
DFT total energy: -9985.5209 Ha
multiplicity: 2
energy relative to the best compared isomer or geometry (same formula, charge and spin): 0.0 kJ/mol
net charge: -2

2.
This record from OMol25 describes a structure of composition C13H29Cl2N2OP2V. The level of theory is the ωB97M-V functional and the def2-TZVPD basis.

Geometry as XYZ:
```
50
Properties=species:S:1:pos:R:3:forces:R:3:lowdin_spin:R:1
C 1.807631 0.054009 -2.166109 -1.56 0.56 -2.04 0.013
C 2.042621 -0.100984 -0.758256 6.33 -2.18 2.46 0.025
H 2.143222 1.047370 -2.511259 0.15 -0.26 0.34 0.000
H 0.733773 -0.058689 -2.410636 0.77 0.31 0.06 0.003
H 2.356321 -0.713153 -2.746291 0.18 0.15 0.67 0.002
O 2.941326 -0.305206 -0.003024 -5.41 1.38 -3.10 0.021
Cl -2.747279 -0.427172 -2.191875 0.84 -0.13 -0.76 0.018
V -1.479874 -0.023736 -0.437558 -2.18 1.81 1.63 1.858
P -0.635565 2.181050 -1.080321 -0.56 1.36 -0.39 0.012
C 0.948352 2.869688 -0.488882 0.06 -0.02 0.19 -0.001
C -0.531490 2.469337 -2.888156 -0.06 -0.31 -0.06 0.000
H -0.740314 3.532411 -3.075733 0.16 -0.35 -0.02 0.000
H -1.430456 4.482070 -1.008235 -0.05 -0.32 0.09 0.000
H -1.285604 1.850165 -3.392999 0.23 0.25 0.03 0.000
H -2.795110 3.297837 -0.945535 0.36 0.11 0.07 0.000
H 1.742185 2.110978 -0.514097 0.07 0.48 0.10 0.000
H 0.467934 2.215868 -3.265924 -0.35 0.17 -0.07 0.000
C -1.781484 3.527742 -0.588443 -0.10 -0.19 0.20 0.006
H 1.238102 3.713578 -1.131832 0.01 -0.24 0.23 -0.001
H -1.814020 3.592873 0.507084 -0.05 -0.02 -0.28 0.000
H 0.826001 3.226616 0.541667 0.14 -0.12 -0.21 0.000
P -0.105709 -1.960354 -0.703908 0.07 -2.34 0.33 -0.001
C 1.034496 -2.853884 0.397027 0.47 0.06 0.24 0.000
C -1.737766 -2.603892 -0.115834 -0.11 0.12 0.24 0.019
H -0.909899 -2.886293 -2.781593 0.21 0.12 0.02 0.000
H 0.487370 -3.802578 -2.136589 -0.10 0.18 -0.08 -0.001
H 0.735622 -2.245884 -2.977602 -0.15 -0.32 -0.02 0.000
C 0.073672 -2.803547 -2.308961 0.13 0.24 -0.34 -0.006
H -2.401271 -1.791267 0.267251 -0.08 -0.66 0.01 0.001
H -2.239441 -3.100377 -0.951737 -0.04 0.22 0.25 0.001
H 1.340272 -3.783835 -0.102984 -0.08 0.25 0.27 0.000
H 0.521889 -3.094951 1.335738 0.22 0.13 -0.19 0.000
H -1.556205 -3.308650 0.706418 -0.18 0.30 -0.18 0.002
H 1.922934 -2.256380 0.621247 -0.15 -0.44 0.13 0.000
Cl -3.325147 0.943557 0.536660 0.58 -0.06 -0.44 0.001
C 2.291600 0.532315 3.541813 0.59 0.24 0.50 0.001
C 0.922607 0.264045 3.088681 -0.72 -0.11 0.21 0.006
C -0.222578 -0.128865 3.760371 0.38 -0.12 0.00 0.001
C -1.222013 -0.322284 2.805279 1.14 0.53 -0.46 0.003
N -0.707494 -0.014491 1.578570 -0.54 -0.24 -0.30 0.002
N 0.570484 0.368361 1.800909 0.77 -0.09 -0.25 0.008
C -2.592629 -0.764511 3.107390 -0.91 -0.07 -0.09 0.000
H 2.346454 1.532848 3.993357 0.15 -0.25 -0.12 0.000
H 2.574205 -0.196067 4.311560 -0.01 0.23 -0.18 0.000
H 3.014199 0.460315 2.720087 -0.11 0.10 0.20 0.000
H -0.325761 -0.280946 4.821075 0.03 -0.03 0.02 0.000
H 1.206800 0.645672 1.050790 -0.98 -0.03 0.90 0.003
H -2.623452 -1.850484 3.296943 -0.03 0.38 -0.05 0.000
H -2.937564 -0.245132 4.017753 0.17 -0.33 -0.30 0.000
H -3.287048 -0.486891 2.300700 0.29 -0.44 0.53 0.000
```
Forces are in eV/Å.

## Properties
frontier orbital gap (alpha / beta): 5.1 / 5.3 eV
HOMO energy (alpha / beta): -15.4 / -15.5 eV
DFT total energy: -3244.0051 Ha
multiplicity: 3
energy relative to the best compared isomer or geometry (same formula, charge and spin): 133.9 kJ/mol
net charge: +2

3.
This record from OMol25 describes the molecule C4H6O2. The level of theory is the ωB97M-V functional and the def2-TZVPD basis.

Geometry as XYZ:
```
12
Properties=species:S:1:pos:R:3:forces:R:3:nbo_charge:R:1
C -1.476578 -0.488310 0.093004 -0.17 -0.12 0.16 -0.255
O -0.430736 -0.806330 1.048402 -0.04 0.23 -0.21 -0.510
C 0.814788 -0.869267 0.533452 0.04 0.08 -0.23 0.238
C 1.239363 0.032937 -0.362266 0.28 0.05 0.14 -0.448
C 0.655901 1.385241 -0.326094 0.13 0.03 -0.06 0.375
O 0.827239 2.251397 -1.151176 -0.02 -0.10 0.10 -0.528
H -1.696828 -1.398545 -0.474980 -0.13 0.09 0.20 0.189
H -2.318375 -0.162937 0.698997 -0.09 -0.19 -0.09 0.203
H -1.253744 0.303825 -0.632880 0.12 -0.28 0.45 0.193
H 1.432468 -1.675691 0.937802 -0.37 -0.04 -0.31 0.192
H 2.094496 -0.162067 -0.993917 0.22 0.18 0.23 0.238
H 0.112009 1.589748 0.629655 0.04 0.07 -0.38 0.113
```
Forces are in eV/Å.

## Properties
frontier orbital gap: 9.8 eV
HOMO energy: -9.5 eV
DFT total energy: -306.4240 Ha
energy relative to the best compared isomer or geometry (same formula, charge and spin): 216.1 kJ/mol
structure (SMILES): CO/C=C\C=O

4.
This record from OMol25 describes a structure of composition C2H6CrFO2. The level of theory is the ωB97M-V functional and the def2-TZVPD basis.

Geometry as XYZ:
```
12
Properties=species:S:1:pos:R:3:forces:R:3:lowdin_spin:R:1
F -1.425123 -0.308445 2.681640 0.36 2.14 -2.11 -0.018
Cr -1.217633 0.915541 1.429357 0.91 -2.56 0.77 3.046
O 0.664537 1.489189 1.020607 -1.08 -1.76 -0.44 -0.007
H 0.976029 2.351701 0.724964 0.27 0.71 -0.06 0.002
C -0.574261 -1.139699 -1.108328 -0.82 -1.82 -1.00 -0.002
O -0.406340 -0.012457 -0.248164 -0.61 1.82 2.39 -0.020
C 0.904590 0.416136 -0.003587 1.56 0.99 -0.29 0.005
H -0.786833 -2.031218 -0.504101 0.25 0.22 -0.18 -0.001
H -1.430153 -0.919554 -1.751265 0.21 -0.02 0.08 0.000
H 0.326202 -1.275591 -1.719464 -0.14 0.10 0.24 -0.002
H 1.339340 0.811288 -0.930486 -0.20 0.38 0.26 -0.001
H 1.629651 -0.296896 0.408827 -0.71 -0.20 0.34 -0.001
```
Forces are in eV/Å.

## Properties
frontier orbital gap (alpha / beta): 7.5 / 9.3 eV
HOMO energy (alpha / beta): -21.4 / -21.5 eV
DFT total energy: -1373.8150 Ha
multiplicity: 4
net charge: +2

- What is the DFT total energy in the fourth record?
  -1373.8150 Ha